[1]
An isolated molecule of C27H27N5O5 in a non-equilibrium geometry. Source: the Open Molecules 2025 dataset; level of theory: ωB97M-V/def2-TZVPD.

Properties
- HOMO (eV) = -7.8
- LUMO level (Ha) = -0.019
- charge = 0
- SMILES string = COc1ccc(-n2c(CN3CCN(c4ccccc4)CC3)nc3ccc([N+](=O)[O-])cc3c2=O)c(OC)c1
- ΔE to the lowest compared entry with this formula, charge and spin (kJ/mol) = 302.6
- E (eV) = -46122.4918
- orbital gap (eV) = 7.329

Element x y z (Å)
C -4.01019 -3.74783 0.84123
H -4.37022 -2.81646 1.28651
O -3.24440 -3.49743 -0.31628
C -2.11044 -2.76777 -0.19618
C -1.64607 -2.19986 0.98364
C -0.46571 -1.47806 0.97032
C 0.24706 -1.30710 -0.19896
C -0.20431 -1.88989 -1.39501
C -1.38419 -2.60877 -1.38023
H -1.77640 -3.07695 -2.26735
O 0.57273 -1.67672 -2.49009
C 0.21857 -2.31491 -3.69558
H 0.18979 -3.40141 -3.57719
H -0.74874 -1.96130 -4.06528
H 0.99812 -2.04817 -4.40717
N 1.48217 -0.58932 -0.20336
C 1.58932 0.64400 -0.77895
N 2.69237 1.30345 -0.85707
C 3.83318 0.75445 -0.36235
C 5.03667 1.47226 -0.46945
C 6.20073 0.93853 0.01800
C 6.18946 -0.32424 0.62574
C 5.01992 -1.05165 0.74621
C 3.83565 -0.51376 0.25325
C 2.58264 -1.26066 0.35296
O 2.45493 -2.35220 0.85801
H 5.01572 -2.02541 1.21363
N 7.42119 -0.86902 1.13025
O 7.38353 -1.96025 1.65793
O 8.42768 -0.20246 0.99783
H 7.13854 1.46846 -0.05358
H 5.01155 2.43957 -0.94388
C 0.33795 1.24781 -1.34167
N 0.26620 2.69277 -1.18277
C 0.48071 3.15603 0.17284
C -0.54543 2.56766 1.16620
N -1.76595 2.27427 0.44783
C -2.72063 1.43337 0.98132
C -3.73909 0.90722 0.17687
C -4.69168 0.05921 0.70156
C -4.65331 -0.30708 2.03745
C -3.63000 0.17492 2.83479
C -2.67520 1.02991 2.32029
H -1.90628 1.40662 2.97595
H -3.58037 -0.10537 3.87743
H -5.41391 -0.95178 2.45326
H -5.47059 -0.32415 0.05794
H -3.78269 1.15619 -0.87283
C -2.07146 3.26508 -0.55880
C -0.99942 3.22058 -1.67266
H -0.82020 4.23307 -2.04793
H -1.33633 2.60640 -2.50847
H -3.06430 3.09479 -0.96942
H -2.07514 4.26096 -0.08940
H -0.16066 1.63325 1.58407
H -0.70935 3.27674 1.99384
H 0.40504 4.24527 0.14642
H 1.49489 2.90129 0.47922
H -0.53254 0.73458 -0.90786
H 0.34737 1.04245 -2.41887
H -0.09153 -1.04610 1.88539
H -2.18337 -2.30728 1.90987
H -4.85690 -4.34560 0.50801
H -3.43670 -4.31218 1.58256

Cartesian forces (eV/Å) of the 6 atoms listed first:
-0.1 0.0 0.2
0.0 -0.1 0.0
0.2 0.1 -0.3
0.3 0.2 0.0
-0.3 -0.2 0.0
0.1 0.0 -0.4

=====

[2]
A 5-piece molecular cluster, C4H18N2O4 overall in a non-equilibrium geometry. Source: the Open Molecules 2025 dataset; level of theory: ωB97M-V/def2-TZVPD.

Properties
- HOMO (eV) = -7.7
- LUMO level (Ha) = 0.008
- charge = 0
- SMILES string = C=C(N)CCN.O.O.O.O
- ΔE to the lowest compared entry with this formula, charge and spin (kJ/mol) = 71.0
- E (eV) = -15609.4226
- orbital gap (eV) = 7.949

Element x y z (Å)
C 1.43171 -0.22687 -1.95267
C 1.52129 1.11027 -1.24773
C 1.62886 0.92313 0.27469
C 2.80065 0.81925 0.89390
N 0.41357 0.92391 0.95453
N 0.04111 -0.66148 -2.24442
H 1.91092 -0.12224 -2.93007
H 1.82842 -1.02456 -1.33036
H 0.67890 1.77249 -1.45834
H 2.34958 1.79169 -1.47268
H 2.89646 0.68010 1.96617
H 3.76931 0.97797 0.43887
H -0.38742 1.19575 0.43766
H 0.29353 0.39855 1.80448
H -0.38956 -1.01724 -1.39383
H -0.45345 0.13098 -2.63028
H -1.51636 -0.54565 2.47297
H -2.69556 0.37586 2.79851
O -2.20467 -0.02217 2.06474
H -1.88521 2.23026 0.28931
H -2.59221 1.85008 -0.99792
O -1.77908 2.22332 -0.68728
H -2.44218 -1.88551 -1.21671
H -2.87795 -2.24108 0.17309
O -2.13995 -1.88548 -0.31842
H 0.65243 -2.49298 2.02392
H -0.58771 -2.46844 1.21687
O -0.26544 -2.80992 2.07103

Cartesian forces (eV/Å) of the 6 atoms listed first:
-1.2 0.0 -0.9
0.4 1.2 2.0
-0.5 0.6 -0.3
0.8 0.0 0.6
0.8 -0.4 0.0
0.7 -0.2 0.1

=====

[3]
An isolated molecule of C27H30N4O5. Source: the Open Molecules 2025 dataset; level of theory: ωB97M-V/def2-TZVPD.

Properties
- HOMO (eV) = -8.2
- LUMO level (Ha) = 0.023
- charge = 0
- SMILES string = COc1ccc(CNC(=O)CN(Cc2ccc(OC)cc2)C(=O)CCC(=O)Nc2ccccn2)cc1
- ΔE to the lowest compared entry with this formula, charge and spin (kJ/mol) = 152.5
- E (eV) = -44685.6410
- orbital gap (eV) = 8.776

Element x y z (Å)
C 1.61261 5.38769 -0.44049
H 1.77354 6.42621 -0.15574
H 2.00795 4.72707 0.33484
O 0.21431 5.23742 -0.55628
C -0.28013 3.99375 -0.76833
C 0.48309 2.87839 -1.09956
C -0.12912 1.65107 -1.28199
C -1.50282 1.51023 -1.15822
C -2.26421 2.62970 -0.83744
C -1.66508 3.85520 -0.64838
H -2.24680 4.72767 -0.39644
H -3.33295 2.52726 -0.72337
C -2.15470 0.15651 -1.25890
N -2.09727 -0.50212 0.03479
C -3.10555 -0.44612 0.91579
O -4.18621 0.05444 0.69069
C -2.82877 -1.08895 2.28821
N -1.49832 -1.58842 2.51877
C -0.42940 -0.81287 2.79470
O 0.68407 -1.30406 2.94268
C -0.66040 0.68511 2.91346
H -1.40375 0.85678 3.69597
C 0.61996 1.44792 3.28492
C 1.53164 1.74972 2.10319
O 1.80103 2.88250 1.76344
N 2.00426 0.62991 1.49635
C 2.79131 0.52621 0.36171
N 2.76792 -0.68148 -0.19694
C 3.49284 -0.88663 -1.28232
C 4.27181 0.09004 -1.87791
C 4.30101 1.34678 -1.28754
C 3.55657 1.57812 -0.14734
H 3.56250 2.53160 0.35253
H 4.90600 2.13633 -1.70967
H 4.84326 -0.12438 -2.76694
H 3.44454 -1.88939 -1.68852
H 1.70915 -0.26657 1.88890
H 0.35246 2.40575 3.73200
H 1.18414 0.86148 4.01407
H -1.07201 1.07199 1.97813
C -1.27316 -3.01813 2.29733
C -1.17335 -3.31532 0.82445
C -2.24673 -3.84647 0.11799
C -2.17231 -4.02291 -1.24673
C -1.01956 -3.66055 -1.94624
C 0.05996 -3.13417 -1.24432
C -0.02197 -2.96857 0.12717
H 0.82793 -2.55856 0.65314
H 0.96906 -2.84453 -1.74557
O -1.05450 -3.85642 -3.29157
C 0.08339 -3.52505 -4.05007
H -0.16895 -3.76822 -5.08087
H 0.95519 -4.11176 -3.74336
H 0.31936 -2.45807 -3.97888
H -2.99981 -4.43473 -1.80168
H -3.14971 -4.12798 0.63977
H -2.09329 -3.57486 2.75571
H -0.33723 -3.27128 2.80063
H -3.10364 -0.34693 3.04391
H -3.53337 -1.91868 2.38809
H -1.21546 -0.91891 0.29368
H -1.64923 -0.48015 -1.98866
H -3.20964 0.25646 -1.52138
H 0.47904 0.78969 -1.52485
H 1.55242 2.95081 -1.20748
H 2.11709 5.19343 -1.39303

Cartesian forces (eV/Å) of the 6 atoms listed first:
0.2 0.0 0.1
0.0 -0.1 0.0
0.0 0.0 -0.1
-0.3 0.0 0.0
-0.2 -0.3 0.0
0.2 0.3 0.0

=====

[4]
An isolated molecule of C19H17N7O3 in a non-equilibrium geometry. Source: the Open Molecules 2025 dataset; level of theory: ωB97M-V/def2-TZVPD.

Properties
- HOMO (eV) = -8.4
- LUMO level (Ha) = -0.029
- charge = 0
- SMILES string = COc1ccc(Cc2nnc(N/N=C3\C(=O)Nc4ccccc43)n(N)c2=O)cc1
- ΔE to the lowest compared entry with this formula, charge and spin (kJ/mol) = 0.0
- E (eV) = -36549.6016
- orbital gap (eV) = 7.565

Element x y z (Å)
O -4.00887 -2.25070 2.07477
O 0.17625 -2.11277 -2.95971
N -0.51508 0.83381 -0.39845
N 0.29718 1.07106 -1.49891
N -2.44165 0.39420 1.68918
O 7.08585 0.20388 -2.05461
C -4.16685 -1.15627 2.64363
C 0.02263 -1.21988 -2.14460
C -1.07896 -0.33841 -0.20367
C 0.59459 0.13230 -2.35587
C -3.40635 0.10831 2.52852
C -4.82127 3.10637 4.64112
C -5.90035 2.40540 5.16542
C 4.93263 1.19672 -2.00039
C 5.08399 -0.92808 -3.06050
C -3.89644 2.45211 3.80311
C -6.08255 1.04727 4.76741
C 3.55529 1.28900 -2.33395
C 3.73686 -0.82146 -3.43799
C 5.72673 0.10863 -2.36594
C -4.08659 1.10016 3.42837
C -5.17855 0.42227 3.92888
C 2.95217 0.28772 -3.08984
N -1.94994 -0.58047 0.85374
N -5.21698 -0.89313 3.49836
N -1.49541 -2.72340 -0.82823
N -0.86281 -1.44833 -1.04333
C 7.80725 -1.02077 -2.02622
C 1.51581 0.39769 -3.54702
H -4.74604 4.17710 4.83013
H -6.64181 2.90213 5.82456
H 5.41595 1.96501 -1.40141
H 5.67904 -1.74456 -3.45146
H -3.06835 3.01021 3.35329
H -6.92330 0.51852 5.16883
H 3.02180 2.18433 -1.99593
H 3.26940 -1.56911 -4.02803
H -2.39629 -1.49819 0.76101
H -5.99629 -1.51169 3.63785
H -0.81714 -3.38728 -0.48482
H -1.84323 -3.08266 -1.70597
H 8.81273 -0.83016 -1.65949
H 7.37355 -1.70252 -1.26885
H 7.84708 -1.57061 -2.99314
H 1.30272 -0.31711 -4.35721
H 1.33164 1.39335 -3.90267

Cartesian forces (eV/Å) of the 6 atoms listed first:
0.3 1.9 0.6
0.1 -0.1 0.4
-0.3 -1.0 -0.2
0.0 -0.7 -0.3
-0.3 -0.9 0.0
-1.0 -0.6 -0.4

=====

[5]
An isolated molecule of C6H11NO2 in a non-equilibrium geometry. Source: the Open Molecules 2025 dataset; level of theory: ωB97M-V/def2-TZVPD.

Properties
- HOMO (eV) = -9.9
- LUMO level (Ha) = 0.025
- charge = 0
- SMILES string = [H]/N=C(/CC(C)=O)[C@H](C)O
- ΔE to the lowest compared entry with this formula, charge and spin (kJ/mol) = 137.6
- E (eV) = -11984.8426
- orbital gap (eV) = 10.596

Element x y z (Å)
C 0.86716 0.93204 0.03952
C -1.38922 -0.39068 0.31991
C 1.66807 0.52916 1.26612
C -0.45003 -2.34669 -1.06171
C -0.68459 0.92323 0.42236
C -1.12613 -1.00230 -1.04188
O 1.20001 2.27170 -0.31162
N -1.27137 2.03154 0.69968
O -1.44063 -0.42474 -2.08569
H 0.76626 2.44416 -1.16892
H 1.14043 0.29452 -0.80484
H -0.58114 2.79985 0.61938
H -1.00111 -1.04868 1.10586
H -2.46854 -0.26250 0.45297
H 2.73742 0.70397 1.10946
H 1.52011 -0.52961 1.50026
H 1.37377 1.11614 2.14309
H -0.49402 -2.76964 -2.06764
H -0.96117 -3.03093 -0.37750
H 0.59471 -2.24053 -0.75882

Cartesian forces (eV/Å) of the 6 atoms listed first:
-1.0 0.6 0.7
0.0 0.0 0.4
0.3 0.1 0.2
-0.3 -0.2 -0.4
0.7 1.8 -0.8
-0.5 0.6 -1.9